(1)
DFT (ωB97M-V/def2-TZVPD) results for a 14-piece molecular cluster, C39H39Cl52F13O9PS overall in a non-equilibrium geometry.

The value obtained for the LUMO energy is 0.0330 Eh. The HOMO-LUMO gap is 7.2671 eV. Its total energy is -28153.9732 hartree.

ORCA input file:
```
! RIJCOSX wB97M-V def2-TZVPD def2/J DEFGRID3
* xyz -1 1
C 1.7369 -1.3073 3.5513
C 0.8626 -2.5530 2.9885
C -0.1873 -2.0986 1.8198
C -1.3862 -1.4078 2.6368
C -1.3412 0.2047 2.6622
C -2.0223 0.7207 4.0517
C -3.5970 0.3257 4.0950
C -4.5667 1.6279 4.0609
O -5.9034 1.2332 3.5940
C -6.5668 2.3517 2.9613
O 0.3400 -1.2053 0.8137
P 0.4247 -1.8085 -0.8051
C 1.5729 -0.4507 -1.4732
C 2.6421 0.1273 -0.4159
C 4.1112 0.2306 -1.1337
C 4.4989 1.7438 -1.5532
C 5.0824 2.4936 -0.2589
C 6.5759 2.0148 0.1536
O 6.7075 2.1568 1.6046
C 6.2068 1.0123 2.2861
C 6.9869 -0.3996 2.3993
O 5.0940 1.0690 2.8996
C 1.9707 -2.9575 -0.5445
O 1.7285 -4.2943 -1.1538
C 2.7017 -5.2218 -0.7359
F 2.9357 -6.1145 -1.8473
F 3.9707 -4.6653 -0.4170
F 2.2947 -6.0610 0.3432
S -1.4662 -0.6938 -1.1056
O -2.5320 -1.4859 -0.3836
O -1.2177 0.6931 -0.5537
C -1.9270 -0.4951 -2.9052
F -1.7249 -1.7910 -3.5222
F -1.0052 0.3815 -3.5875
C -3.4698 -0.1217 -3.1824
F -3.6073 -0.0934 -4.6236
F -4.2816 -1.1944 -2.7411
C -3.9260 1.3344 -2.6664
F -4.7357 1.9147 -3.7272
F -2.8703 2.2479 -2.4467
C -4.8561 1.3457 -1.3591
F -4.1689 0.9666 -0.1635
F -5.2160 2.7272 -1.1400
F -6.0927 0.6620 -1.5148
O -0.4607 -3.2743 -0.3961
C -0.4604 -3.5060 1.0543
C -1.8443 -4.2892 1.3196
C -1.4849 -5.7789 1.8597
O -1.8935 -6.8276 1.3091
F -0.6823 -5.7903 3.0698
H 1.1111 -0.3847 3.8057
H 2.4818 -1.0475 2.7042
H 2.2645 -1.6502 4.5114
H 1.6296 -3.3282 2.6065
H 0.2546 -3.0850 3.8082
H -2.3930 -1.7159 2.1798
H -1.4313 -1.7488 3.7443
H -2.0768 0.5559 1.8378
H -0.2881 0.6452 2.5220
H -1.5182 0.2702 4.9758
H -1.9516 1.8722 4.1620
H -3.8501 -0.2935 3.1542
H -3.8721 -0.3320 4.9974
H -4.1568 2.3826 3.3045
H -4.6771 2.0462 5.1274
H -6.8698 3.1414 3.7349
H -7.5405 2.0522 2.4100
H -5.9201 2.8808 2.1677
H 0.4394 -2.3995 -2.1413
H 2.1515 -0.8894 -2.3679
H 1.0123 0.4711 -1.9024
H 2.3288 1.1964 -0.1156
H 2.8123 -0.5420 0.5027
H 4.2392 -0.5356 -1.9820
H 4.8898 -0.0777 -0.3270
H 3.5568 2.2149 -1.9971
H 5.3066 1.6825 -2.3827
H 4.3232 2.3407 0.5919
H 5.1800 3.6279 -0.4840
H 7.3390 2.6580 -0.4212
H 6.7967 0.9234 -0.1490
H 6.9871 -0.7810 3.4919
H 6.4607 -1.2008 1.7781
H 8.0836 -0.2226 2.1159
H 2.8834 -2.5416 -1.1293
H 2.2611 -3.0590 0.5624
H 0.3216 -4.3508 1.1906
H -2.5116 -3.8312 2.1312
H -2.5022 -4.3725 0.3734
C -7.3308 -2.6723 -3.7250
Cl -8.9209 -3.3153 -4.1912
Cl -7.2582 -0.9388 -4.1048
Cl -7.0851 -2.9074 -1.9813
Cl -6.0585 -3.5293 -4.6233
C 10.8344 3.2819 -0.5465
Cl 9.3708 4.1012 -1.1310
Cl 11.5714 4.2414 0.7559
Cl 10.4046 1.6726 0.0738
Cl 11.9905 3.1110 -1.8841
C -5.3713 6.1357 2.2558
Cl -5.0434 5.1363 3.6900
Cl -4.0040 7.2359 1.9767
Cl -5.5853 5.0904 0.8352
Cl -6.8510 7.0840 2.5214
C -9.1525 -7.5063 -3.4911
Cl -8.8147 -8.5168 -2.0689
Cl -7.7756 -6.4258 -3.7908
Cl -9.4091 -8.5460 -4.9094
Cl -10.6130 -6.5370 -3.1956
C -3.2206 -0.7694 8.3962
Cl -3.3699 0.9533 7.9862
Cl -2.6222 -1.6634 6.9834
Cl -2.0799 -0.9606 9.7457
Cl -4.8109 -1.4055 8.8701
C 10.6492 8.6460 0.9997
Cl 12.2899 9.2869 1.2372
Cl 9.6876 8.9210 2.4686
Cl 9.8828 9.4743 -0.3736
Cl 10.7373 6.9020 0.6669
C -9.9750 0.3075 0.9361
Cl -10.1102 -1.4340 1.2612
Cl -11.4809 0.8902 0.1923
Cl -9.6934 1.1748 2.4614
Cl -8.6162 0.5996 -0.1697
C -10.4898 -9.1113 -8.8864
Cl -11.2282 -9.1053 -10.5030
Cl -8.8831 -9.8651 -8.9716
Cl -10.3299 -7.4418 -8.3016
Cl -11.5183 -10.0341 -7.7687
C -5.8878 0.7588 -7.3878
Cl -6.0537 -0.9847 -7.0940
Cl -7.3944 1.3872 -8.0948
Cl -5.5627 1.5835 -5.8489
Cl -4.5409 1.0469 -8.5117
C 6.9990 2.4406 5.8877
Cl 6.8477 0.6937 6.1780
Cl 5.4915 3.0562 5.1825
Cl 7.3177 3.2710 7.4274
Cl 8.3437 2.7396 4.7641
C -5.4522 10.2792 -0.2586
Cl -3.8153 10.9268 -0.0143
Cl -6.4266 10.5681 1.1991
Cl -6.2091 11.0906 -1.6471
Cl -5.3570 8.5336 -0.5715
C 10.7465 0.4484 -5.0204
Cl 10.7291 2.1000 -5.6768
Cl 10.6447 0.5163 -3.2492
Cl 9.3577 -0.4576 -5.6587
Cl 12.2541 -0.3641 -5.5003
C 14.3769 -1.4903 -2.0232
Cl 14.3175 -2.0992 -3.6922
Cl 13.3443 -2.4995 -0.9879
Cl 16.0513 -1.5527 -1.4303
Cl 13.7980 0.1878 -1.9804
*
```



(2)
DFT (ωB97M-V/def2-TZVPD) results for a 5-piece molecular cluster, C15H45BFIO18P4Si overall.

The value obtained for the LUMO energy is 0.0052 Eh. The HOMO-LUMO gap is 9.7729 eV. The SMILES is CCOB(O)[Si@@](C)(F)I.COP(=O)(OC)OC.COP(=O)(OC)OC.COP(=O)(OC)OC.COP(=O)(OC)OC. Its total energy is -4030.7200 hartree.

ORCA input file:
```
! RIJCOSX wB97M-V def2-TZVPD def2/J DEFGRID3
* xyz 0 1
C -7.8073 -6.9354 2.3615
C -8.1781 -6.4766 0.9481
O -7.1164 -6.6056 -0.0025
B -5.9919 -5.8614 0.2107
O -4.8359 -6.4861 0.6494
Si -5.8566 -3.8858 -0.1732
C -6.3396 -2.7413 1.2111
F -4.3072 -3.5812 -0.4808
I -7.0319 -3.2602 -2.2374
H -7.7810 -6.0896 3.0444
H -6.8588 -7.4628 2.3772
H -8.5578 -7.6355 2.7190
H -8.9913 -7.0872 0.5689
H -8.5516 -5.4503 0.9588
H -4.5873 -6.1501 1.5135
H -7.1754 -3.1093 1.8039
H -6.6481 -1.7892 0.7803
H -5.5076 -2.5452 1.8849
C -1.2514 -2.4143 -1.8564
O -0.8704 -1.2795 -2.6572
P -1.1974 0.1810 -2.1494
O -1.4442 0.3108 -0.7127
O -2.3837 0.6865 -3.0784
C -3.6183 -0.0334 -3.0093
O 0.0258 0.9865 -2.7249
C 0.1057 2.3897 -2.4051
H -1.5258 -3.2135 -2.5398
H -0.4052 -2.7273 -1.2485
H -2.0958 -2.1878 -1.2096
H -3.8262 -0.3489 -1.9853
H -3.5749 -0.9055 -3.6624
H -4.4147 0.6255 -3.3428
H 0.3534 2.5215 -1.3535
H -0.8352 2.8911 -2.6296
H 0.8962 2.8103 -3.0208
C 1.6270 0.6118 -5.2597
O 2.7137 -0.0284 -5.9581
P 3.7988 0.8605 -6.6815
O 3.8795 2.2508 -6.2325
O 3.5222 0.6851 -8.2390
C 2.2743 1.1533 -8.7545
O 5.0897 -0.0188 -6.4926
C 6.3281 0.5136 -6.9859
H 0.7455 -0.0128 -5.3755
H 1.8731 0.6941 -4.2084
H 1.4251 1.6021 -5.6655
H 1.9729 2.0847 -8.2721
H 1.5064 0.3928 -8.6077
H 2.4043 1.3330 -9.8179
H 6.6465 1.3519 -6.3684
H 6.2274 0.8358 -8.0223
H 7.0622 -0.2845 -6.9278
C 1.9793 6.7355 1.1641
O 2.4731 5.3884 1.2129
P 1.6232 4.2729 1.9472
O 0.2090 4.5923 2.1407
O 2.4156 3.9456 3.2855
C 2.5771 4.9868 4.2525
O 1.9572 3.0109 1.0748
C 1.3182 1.7672 1.4244
H 2.8399 7.3978 1.2207
H 1.4565 6.8971 0.2236
H 1.3025 6.9466 1.9895
H 1.6874 5.6162 4.3105
H 3.4450 5.5954 3.9946
H 2.7428 4.5188 5.2193
H 0.2568 1.8112 1.1849
H 1.4556 1.5442 2.4831
H 1.7883 0.9868 0.8336
C 3.2985 -1.6275 7.6962
O 3.6357 -1.2712 6.3471
P 3.7992 0.2552 5.9624
O 4.0425 1.1610 7.0857
O 2.5092 0.6059 5.1004
C 1.2270 0.5074 5.7242
O 4.9188 0.1921 4.8633
C 5.3625 1.4486 4.3234
H 2.6605 -2.5068 7.6484
H 4.2062 -1.8652 8.2470
H 2.7721 -0.8231 8.2058
H 1.2650 0.8497 6.7599
H 0.8763 -0.5247 5.6850
H 0.5419 1.1422 5.1685
H 5.9332 1.9934 5.0740
H 4.5147 2.0510 3.9940
H 5.9988 1.2335 3.4704
*
```



(3)
DFT (ωB97M-V/def2-TZVPD) results for a 7-piece molecular cluster, C2H18F12N3O2P2 overall in a non-equilibrium geometry.

The value obtained for the LUMO energy is 0.0989 Eh. The HOMO-LUMO gap is 8.3273 eV. Its total energy is -2283.3703 hartree.

ORCA input file:
```
! RIJCOSX wB97M-V def2-TZVPD def2/J DEFGRID3
* xyz -1 1
N 0.5791 0.5191 0.8459
H 1.2704 -0.2094 1.0442
H 0.6581 0.9003 -0.1166
H 0.7738 1.2671 1.5127
H -0.3736 0.1998 1.0536
N 0.7131 -1.7419 -1.7632
H 0.4097 -2.2426 -2.5928
H 1.5698 -2.1443 -1.3802
H -0.1089 -1.8180 -1.1027
H 0.7010 -0.7023 -1.9552
N -2.5689 0.7219 -0.6471
H -1.7213 1.3091 -0.7986
H -2.0760 -0.1928 -0.5314
H -3.1175 0.7118 -1.4970
H -3.0934 0.9866 0.1946
C 0.1035 1.4911 -3.0299
O -0.1078 0.8632 -1.8072
H -0.7909 1.3365 -3.6729
H 0.2672 2.5721 -2.9058
H 0.9215 1.1051 -3.6682
C -1.1731 -2.4845 1.3386
O -1.2128 -1.6238 0.2523
H -2.0433 -2.4052 2.0058
H -1.1121 -3.5424 1.0183
H -0.2464 -2.3283 1.9229
P -2.2622 2.2491 2.5126
F -3.5652 1.6426 1.7161
F -1.6349 0.7704 2.6105
F -1.3556 2.4390 1.1638
F -1.0810 2.9343 3.4104
F -2.7514 3.7775 2.3079
F -3.1252 2.0424 3.8480
P 3.9796 -1.2273 -0.1711
F 5.4102 -1.2563 -0.8607
F 4.4304 -2.1118 1.0609
F 4.3413 0.1467 0.6229
F 2.4476 -1.2183 0.4225
F 3.4194 -0.2036 -1.3305
F 3.5259 -2.5329 -1.0334
*
```



(4)
DFT (ωB97M-V/def2-TZVPD) results for a 2-piece molecular cluster, C3H8N2O overall in a non-equilibrium geometry.

The value obtained for the LUMO energy is 0.0292 Eh. The HOMO-LUMO gap is 9.0746 eV. The SMILES is [H]/N=C/N.C=CO. Its total energy is -303.7565 hartree.

ORCA input file:
```
! RIJCOSX wB97M-V def2-TZVPD def2/J DEFGRID3
* xyz 0 1
H -0.4565 -2.2654 -1.7075
N -0.4828 -1.9414 -0.7530
C 0.4889 -2.1969 0.1245
N 0.2452 -1.7610 1.3997
H 1.4222 -2.7983 -0.0012
H 0.8917 -1.7806 2.1259
H -0.3281 -0.8818 1.3027
C 0.4160 2.6183 -0.0991
C -0.7520 1.9018 -0.4515
O -0.9941 0.7842 -1.1103
H 1.3698 2.0478 0.1603
H 0.3559 3.6811 -0.0960
H -1.7293 2.5808 -0.0743
H -0.4468 0.0115 -0.8203
*
```



(5)
DFT (ωB97M-V/def2-TZVPD) results for CH7IN3 as an isolated structure in a non-equilibrium geometry.

The value obtained for the LUMO energy is -0.1572 Eh. The HOMO-LUMO gap is 10.4302 eV. Its total energy is -503.9344 hartree.

ORCA input file:
```
! RIJCOSX wB97M-V def2-TZVPD def2/J DEFGRID3
* xyz 1 1
C 0.8335 -0.0858 -0.3015
N -1.1546 1.2621 -0.3672
N 0.1883 1.0082 -0.0528
N 0.2853 -1.0022 -1.0536
I 2.7959 -0.0121 0.4555
H -0.1752 -2.0327 1.5981
H -1.2475 2.0220 -0.9945
H -0.4297 -1.7067 2.2557
H 0.6416 1.7725 0.5892
H 0.4980 -1.9234 -1.3191
H -0.6144 -0.7071 -1.2364
H -1.6213 1.4052 0.4266
*
```



(6)
DFT (ωB97M-V/def2-TZVPD) results for one molecule with the formula F2.

The value obtained for the LUMO energy is -0.0288 Eh. The HOMO-LUMO gap is 13.4821 eV. The SMILES is FF. Its total energy is -199.5525 hartree.

ORCA input file:
```
! RIJCOSX wB97M-V def2-TZVPD def2/J DEFGRID3
* xyz 0 1
F 0.3962 0.3439 0.4460
F -0.3962 -0.3439 -0.4460
*
```



- What is the HOMO-LUMO gap in the fifth record?
  10.4302 eV



Please write out number 5 again, unchanged.
DFT (ωB97M-V/def2-TZVPD) results for CH7IN3 as an isolated structure in a non-equilibrium geometry.

The value obtained for the LUMO energy is -0.1572 Eh. The HOMO-LUMO gap is 10.4302 eV. Its total energy is -503.9344 hartree.

ORCA input file:
```
! RIJCOSX wB97M-V def2-TZVPD def2/J DEFGRID3
* xyz 1 1
C 0.8335 -0.0858 -0.3015
N -1.1546 1.2621 -0.3672
N 0.1883 1.0082 -0.0528
N 0.2853 -1.0022 -1.0536
I 2.7959 -0.0121 0.4555
H -0.1752 -2.0327 1.5981
H -1.2475 2.0220 -0.9945
H -0.4297 -1.7067 2.2557
H 0.6416 1.7725 0.5892
H 0.4980 -1.9234 -1.3191
H -0.6144 -0.7071 -1.2364
H -1.6213 1.4052 0.4266
*
```